Computed, not measured: the molecule C2H5IN2O2S at a distorted geometry, with the ωB97M-V functional and the def2-TZVPD basis.

XYZ file:
```
13
Properties=species:S:1:pos:R:3
C -1.34369 -0.22457 0.14555
C -0.11782 -1.14241 0.23270
N -0.82286 1.14696 -0.29367
N 0.95762 -0.58227 -0.52642
O 1.42086 2.04772 -0.89648
O 0.97023 1.18379 1.34444
S 0.78930 1.11433 -0.03917
I 2.94710 -0.90592 -0.08144
H -1.96212 -0.49981 -0.68023
H -1.96380 0.02317 1.02903
H 0.22717 -1.27527 1.30472
H -0.29500 -2.07442 -0.19772
H -0.80699 1.18870 -1.34130
```

Properties
* energy above the lowest of the compared OMol25 structures with the same formula, charge and spin: 58.7 kJ/mol
* multiplicity: 1
* gap between HOMO and LUMO: 9.00 eV
* total charge: 0
* energy: -28164.004 eV
* lowest unoccupied orbital energy: -0.636 eV

Computed, not measured: the molecule C2H5IN2O2S at a distorted geometry, with the ωB97M-V functional and the def2-TZVPD basis.

XYZ file:
```
13
Properties=species:S:1:pos:R:3
C 1.69692 -0.79347 -1.35574
C 1.25987 -0.54476 -0.12086
N -0.58390 1.75781 0.73102
N -1.01946 0.95026 -0.24222
O -0.69439 -0.68878 1.70631
O -1.02718 -1.68936 -0.46932
S -0.49282 -0.65789 0.28945
I -3.27395 0.42225 -0.29223
H 2.68236 -0.93253 -1.61492
H 1.13056 -1.00243 -2.20055
H 1.71522 -0.43888 0.86373
H -1.24911 2.37452 1.16676
H -0.14413 1.24327 1.53856
```

Properties
* energy above the lowest of the compared OMol25 structures with the same formula, charge and spin: 272.8 kJ/mol
* multiplicity: 1
* gap between HOMO and LUMO (alpha / beta): 7.75 / 7.75 eV
* total charge: 0
* energy: -28161.785 eV
* lowest unoccupied orbital energy (alpha / beta): -1.219 / -1.218 eV

Computed, not measured: a structure of composition C2H5IN3 at a distorted geometry, with the ωB97M-V functional and the def2-TZVPD basis.

XYZ file:
```
11
Properties=species:S:1:pos:R:3
C -0.48875 1.72348 -0.59232
C 0.69547 -2.99257 1.52061
N -0.32783 0.42201 -0.60127
N 0.45027 -1.88413 0.97881
N 0.01404 2.48929 -1.59931
I -1.03130 -0.60564 0.94228
H -0.91709 2.38877 0.09531
H 1.42915 -3.72526 1.17649
H 0.18701 -3.35285 2.33990
H -0.19695 3.46407 -1.75819
H 0.18597 2.07282 -2.50232
```

Properties
* energy above the lowest of the compared OMol25 structures with the same formula, charge and spin: 87.6 kJ/mol
* multiplicity: 1
* gap between HOMO and LUMO: 8.99 eV
* total charge: +1
* energy: -14715.191 eV
* lowest unoccupied orbital energy: -4.938 eV

Computed, not measured: a cluster of 2 separate species, C2H5IO in total at a distorted geometry, with the ωB97M-V functional and the def2-TZVPD basis.

XYZ file:
```
9
Properties=species:S:1:pos:R:3
C 0.50977 -0.20239 0.97249
C -0.14709 0.18182 -0.28506
O 0.09901 -0.71497 -1.22613
I 0.27227 2.16154 -1.04884
H 1.51157 -0.40939 0.73560
H 0.43496 0.50903 1.75347
H -0.08790 -0.89190 1.40115
H -2.25139 -0.10917 -0.20343
H -0.34120 -0.52457 -2.09926
```

Properties
* energy above the lowest of the compared OMol25 structures with the same formula, charge and spin: 385.6 kJ/mol
* multiplicity: 1
* gap between HOMO and LUMO (alpha / beta): 8.89 / 7.77 eV
* total charge: 0
* energy: -12298.877 eV
* lowest unoccupied orbital energy (alpha / beta): -0.396 / -0.527 eV

Computed, not measured: a cluster of 2 separate species, C2H5IO in total at a distorted geometry, with the ωB97M-V functional and the def2-TZVPD basis.

XYZ file:
```
9
Properties=species:S:1:pos:R:3
C -0.23157 0.32220 0.66935
C -0.36496 -0.18815 -0.56082
O -0.18808 -1.48441 -0.78088
H -0.62255 1.15001 1.11110
H 0.14438 -0.31272 1.49903
H -0.77084 0.28947 -1.45004
H 0.24282 -1.70956 0.06367
I 3.79312 -0.03718 0.15550
H 3.83348 -0.10003 -1.50484
```

Properties
* SMILES string: C=CO.I
* energy above the lowest of the compared OMol25 structures with the same formula, charge and spin: 124.1 kJ/mol
* multiplicity: 1
* gap between HOMO and LUMO: 9.33 eV
* total charge: 0
* energy: -12301.587 eV
* lowest unoccupied orbital energy: 0.419 eV

Computed, not measured: a cluster of 2 separate species, C2H5IO in total at a distorted geometry, with the ωB97M-V functional and the def2-TZVPD basis.

XYZ file:
```
9
Properties=species:S:1:pos:R:3
C -0.85165 0.07559 1.41206
C -0.23284 0.09737 0.26344
O 1.03243 -0.63257 0.16266
H -1.83862 0.55604 1.62126
H -0.26084 -0.46426 2.18131
H -0.11293 0.78907 -0.59586
H 1.52583 -0.54458 0.97814
I 0.90853 0.59564 -3.18146
H -0.16991 -0.47231 -2.84154
```

Properties
* SMILES string: C=CO.I
* energy above the lowest of the compared OMol25 structures with the same formula, charge and spin: 154.1 kJ/mol
* multiplicity: 1
* gap between HOMO and LUMO: 10.41 eV
* total charge: 0
* energy: -12301.276 eV
* lowest unoccupied orbital energy: 0.727 eV

Computed, not measured: a cluster of 2 separate species, C2H5IO in total at a distorted geometry, with the ωB97M-V functional and the def2-TZVPD basis.

XYZ file:
```
9
Properties=species:S:1:pos:R:3
C -1.17752 1.87628 -0.76312
C -1.29434 0.68134 -0.19540
I -3.37709 -0.11013 0.06876
H -2.04378 2.49472 -0.87509
H -0.14047 2.39328 -0.80546
H -0.73263 -0.07043 0.24440
O 0.53029 -2.00576 0.10320
H 0.64376 -1.30908 0.67750
H 1.04857 -1.89272 -0.64888
```

Properties
* SMILES string: C=CI.O
* energy above the lowest of the compared OMol25 structures with the same formula, charge and spin: 132.3 kJ/mol
* multiplicity: 1
* gap between HOMO and LUMO: 9.54 eV
* total charge: 0
* energy: -12301.502 eV
* lowest unoccupied orbital energy: 0.331 eV

Computed, not measured: a cluster of 2 separate species, C2H5IO in total at a distorted geometry, with the ωB97M-V functional and the def2-TZVPD basis.

XYZ file:
```
9
Properties=species:S:1:pos:R:3
C -0.62215 0.72968 0.35554
C -0.62628 -0.54602 -0.15016
O -1.63397 -1.44901 0.08779
H 0.27265 1.46506 0.39792
H -1.36050 1.09676 1.00361
H -0.04727 -0.96188 -0.98001
H -2.26418 -1.22156 0.71750
I 3.26184 0.54633 0.06882
H 3.01987 0.34064 -1.50101
```

Properties
* SMILES string: C=CO.I
* energy above the lowest of the compared OMol25 structures with the same formula, charge and spin: 123.9 kJ/mol
* multiplicity: 1
* gap between HOMO and LUMO: 9.54 eV
* total charge: 0
* energy: -12301.589 eV
* lowest unoccupied orbital energy: 0.588 eV

Q: Which value of multiplicity does entry 1 give?
A: 1

What did the fourth record say?
Computed, not measured: a cluster of 2 separate species, C2H5IO in total at a distorted geometry, with the ωB97M-V functional and the def2-TZVPD basis.

XYZ file:
```
9
Properties=species:S:1:pos:R:3
C 0.50977 -0.20239 0.97249
C -0.14709 0.18182 -0.28506
O 0.09901 -0.71497 -1.22613
I 0.27227 2.16154 -1.04884
H 1.51157 -0.40939 0.73560
H 0.43496 0.50903 1.75347
H -0.08790 -0.89190 1.40115
H -2.25139 -0.10917 -0.20343
H -0.34120 -0.52457 -2.09926
```

Properties
* energy above the lowest of the compared OMol25 structures with the same formula, charge and spin: 385.6 kJ/mol
* multiplicity: 1
* gap between HOMO and LUMO (alpha / beta): 8.89 / 7.77 eV
* total charge: 0
* energy: -12298.877 eV
* lowest unoccupied orbital energy (alpha / beta): -0.396 / -0.527 eV